This record from the Open Molecules 2025 dataset describes a molecular structure, C40H38Br2N5O3S2SiW. The level of theory is wB97M-V/def2-TZVPD.

For the HOMO-LUMO gap, the calculation gives 6.23 eV. The calculation puts the total energy at -227147.83525 eV. As for the charge: +1. As for the strongest force on any atom: 0.69 eV Å⁻¹.

Positions of all 92 atoms, in Å:
W  -0.569955  -0.328651  -0.022129
C  -1.848099  0.671072  1.520922
C  -2.702209  0.102729  0.520944
C  -2.477330  0.848225  -0.685997
C  -1.559048  1.868446  -0.414803
C  -1.126634  1.749814  0.911166
H  -1.857961  0.438566  2.569451
H  -3.495481  -0.603408  0.659957
H  -2.988958  0.681631  -1.614626
H  -1.206209  2.587773  -1.128670
H  -0.434637  2.404028  1.410277
Br  5.056719  -0.089630  3.668828
C  3.439617  -0.034238  2.734697
C  3.201023  0.964227  1.820481
C  2.013457  0.922483  1.116325
N  1.096140  -0.025777  1.313514
C  1.309417  -0.969782  2.234746
C  2.481060  -1.015960  2.958015
C  0.204092  -1.952623  2.419710
C  0.200306  -2.853017  3.459843
C  -0.883205  -3.709611  3.598182
Br  -0.916406  -4.951046  4.994539
C  -1.920669  -3.632375  2.700193
C  -1.837776  -2.702596  1.679675
N  -0.803962  -1.872304  1.539081
H  3.931631  1.732822  1.607254
H  1.784305  1.645346  0.350796
H  2.667523  -1.800306  3.677563
H  1.013644  -2.893346  4.169485
H  -2.779589  -4.285523  2.764216
H  -2.605697  -2.646547  0.928240
N  -2.589135  -3.919969  -7.640042
C  -2.599334  -3.607790  -6.307724
C  -2.364454  -4.594588  -5.341136
C  -2.349882  -4.271176  -4.000355
C  -2.539534  -2.951987  -3.603520
C  -2.786645  -1.961520  -4.554647
C  -2.818391  -2.283908  -5.890403
S  -2.574849  -2.530888  -1.917005
O  -2.553984  -3.757358  -1.159406
O  -3.648827  -1.603738  -1.694632
N  -1.171198  -1.687355  -1.675281
C  -0.028422  -2.433894  -1.551367
S  0.608679  -3.787531  -2.397241
C  1.969578  -3.784825  -1.335419
C  1.892732  -2.778345  -0.442958
N  0.753685  -2.021910  -0.578418
H  -2.619326  -4.882987  -7.919981
H  -2.940462  -3.254889  -8.303592
H  -2.210250  -5.621804  -5.651035
H  -2.201432  -5.040967  -3.252489
H  -2.967090  -0.940113  -4.239546
H  -3.010170  -1.513743  -6.629669
H  2.756357  -4.516109  -1.438482
H  2.626773  -2.535475  0.312307
C  2.245317  2.990669  -4.417329
C  1.225824  2.559585  -3.351214
C  -0.121081  2.317160  -4.054682
C  1.058967  3.693692  -2.327093
Si  1.719210  0.916348  -2.561052
O  0.622988  0.495738  -1.438422
C  3.414139  0.967368  -1.713862
C  4.149458  2.105767  -1.365358
C  5.354566  2.014091  -0.672724
C  5.858037  0.773140  -0.307790
C  5.164637  -0.376653  -0.668203
C  3.971948  -0.271775  -1.370419
C  1.895505  -0.346665  -3.931367
C  3.147444  -0.574137  -4.516316
C  3.303088  -1.460729  -5.573809
C  2.200610  -2.142877  -6.071039
C  0.948092  -1.929862  -5.511405
C  0.799974  -1.040620  -4.453003
H  1.932039  3.941314  -4.865616
H  2.318705  2.254216  -5.222157
H  3.250133  3.135598  -4.007486
H  -0.519014  3.261863  -4.442635
H  -0.874948  1.879235  -3.395266
H  -0.002549  1.634783  -4.900026
H  0.535463  4.541406  -2.785290
H  2.015221  4.074531  -1.969376
H  0.485580  3.391631  -1.443285
H  3.797310  3.090581  -1.639243
H  5.905134  2.915314  -0.427545
H  6.797859  0.700376  0.226388
H  5.569337  -1.353295  -0.424604
H  3.469226  -1.181789  -1.685772
H  4.022737  -0.054348  -4.136836
H  4.283102  -1.619454  -6.009354
H  2.317999  -2.837160  -6.895237
H  0.085534  -2.459865  -5.895739
H  -0.184825  -0.887043  -4.022745

Force components x, y, z for each atom (eV/Å):
W -0.0258 0.6492 0.2282
C -0.0070 0.0948 -0.1660
C 0.1652 0.0596 -0.1073
C -0.0947 0.0187 0.1598
C -0.2064 0.0578 -0.0030
C -0.1633 -0.0361 0.0288
H 0.1335 -0.1270 0.1155
H -0.0262 -0.1989 -0.0161
H 0.0673 -0.1247 -0.1329
H 0.1428 -0.0972 -0.1255
H 0.1618 -0.0014 0.0033
Br 0.0810 -0.0062 0.0483
C -0.0425 -0.3173 0.2269
C -0.0757 0.3168 -0.2642
C 0.1314 0.1184 0.0560
N -0.0623 0.2704 -0.2242
C -0.2892 -0.5487 0.2997
C 0.2636 0.0060 0.1764
C 0.5335 0.3540 0.1091
C 0.0168 -0.2195 0.2214
C 0.2633 0.0425 0.1581
Br -0.0021 -0.0543 0.0703
C -0.2966 -0.0272 -0.2116
C -0.0165 -0.1328 -0.0309
N -0.1892 -0.0290 -0.1601
H -0.0833 -0.0456 0.0327
H 0.0056 0.0357 -0.0450
H 0.0087 0.0569 -0.0411
H -0.0518 -0.0077 -0.0250
H 0.0259 0.0226 -0.0092
H -0.0913 -0.0088 -0.0463
N 0.0870 0.0283 0.0754
C -0.0259 -0.0417 -0.0645
C -0.0187 -0.0234 -0.0500
C 0.0630 0.0096 0.0650
C -0.0758 -0.0254 -0.1993
C 0.0590 0.0170 0.0476
C 0.0402 0.0333 -0.0687
S -0.0447 -0.0361 -0.2308
O 0.0832 0.0427 0.1250
O 0.1156 0.0862 0.1012
N 0.0032 -0.3426 0.0616
C -0.2234 -0.1122 -0.1219
S -0.1063 -0.0382 0.0110
C 0.1035 -0.0602 -0.0254
C 0.0636 0.1210 0.0294
N -0.2830 0.1510 0.0237
H -0.0234 -0.0294 0.0025
H -0.0350 0.0270 -0.0202
H -0.0136 0.0375 0.0082
H -0.0039 0.0564 -0.0269
H 0.0062 -0.0467 -0.0012
H 0.0054 -0.0496 0.0349
H -0.0707 0.0482 -0.0001
H -0.0437 -0.0106 -0.0428
C 0.0141 0.0254 -0.0004
C -0.0411 0.1069 -0.0321
C -0.0246 0.0118 -0.1000
C -0.0592 -0.0088 0.0691
Si -0.0842 0.0178 0.2696
O 0.0549 0.0738 -0.2043
C 0.2277 -0.0010 -0.0575
C -0.0237 -0.0878 0.0720
C -0.0159 -0.0018 -0.0297
C 0.0174 -0.0132 -0.0373
C 0.0006 0.0316 -0.0270
C -0.0124 -0.0480 0.0391
C 0.0996 -0.1474 -0.0472
C 0.0135 -0.0334 -0.0194
C -0.0081 0.0049 0.0117
C -0.0093 -0.0194 -0.0071
C -0.0101 0.0557 0.0455
C 0.0456 0.0188 -0.0866
H 0.0241 -0.0557 0.0070
H -0.0052 0.0236 0.0557
H -0.0854 -0.0094 0.0093
H 0.0205 -0.0406 0.0049
H -0.0131 0.0286 0.0931
H -0.0066 0.0314 0.0224
H 0.0239 -0.0499 0.0196
H 0.0476 -0.0148 -0.0025
H 0.1262 0.0320 -0.1348
H -0.0550 0.0335 -0.0163
H -0.0204 -0.0290 -0.0130
H -0.0277 0.0041 -0.0068
H -0.0138 0.0339 -0.0038
H 0.0279 0.0681 0.0498
H -0.0651 -0.0260 -0.0460
H -0.0475 0.0110 0.0216
H -0.0140 0.0305 0.0344
H -0.0394 -0.0116 -0.0046
H 0.0007 -0.0086 -0.0081